No. 1
{
  "formula": "C15H10Br3ClIrNO10",
  "method": "ωB97M-V with the def2-TZVPD basis set",
  "spin_multiplicity": 1,
  "charge": 0,
  "gap_ev": [6.81, 6.77],
  "e_above_lowest_kj_mol": 0.00,
  "mol_weight_g_mol": 831.6,
  "homo_ev": [-9.26, -9.25],
  "total_energy_ev": -263158.6836,
  "symbols": ["Ir", "Br", "C", "Br", "H", "H", "O", "Cl", "O", "O", "O", "O", "C", "O", "C", "C", "C", "C", "C", "C", "N", "O", "O", "H", "H", "H", "H", "Br", "C", "C", "C", "C", "C", "C", "C", "O", "O", "H", "H", "H", "H"],
  "coordinates": [[-0.192, -0.447, 0.170], [2.676, -0.543, 0.645], [2.193, -0.420, 2.493], [0.283, -0.653, 2.671], [2.409, 0.578, 2.844], [2.675, -1.223, 3.033], [-1.386, 0.315, -1.630], [-2.477, 0.832, -0.768], [-2.305, 2.207, -0.484], [-3.741, 0.519, -1.309], [-2.231, 0.022, 0.491], [0.859, 2.198, 2.147], [0.503, 2.398, 1.002], [0.347, 1.486, 0.061], [0.260, 3.799, 0.515], [0.136, 4.821, 1.447], [-0.099, 6.123, 1.027], [-0.189, 6.413, -0.325], [-0.053, 5.380, -1.234], [0.159, 4.074, -0.842], [-0.138, 5.686, -2.680], [-0.030, 4.760, -3.461], [-0.306, 6.847, -3.003], [0.221, 4.582, 2.498], [-0.208, 6.916, 1.755], [-0.358, 7.418, -0.681], [0.233, 3.287, -1.575], [2.129, -6.083, 1.850], [0.828, -5.950, 0.478], [0.475, -7.168, -0.086], [-0.438, -7.230, -1.126], [-1.002, -6.068, -1.619], [-0.656, -4.854, -1.054], [0.255, -4.758, 0.007], [0.538, -3.369, 0.544], [1.213, -3.168, 1.527], [-0.011, -2.418, -0.208], [0.928, -8.073, 0.295], [-0.702, -8.193, -1.548], [-1.710, -6.105, -2.438], [-1.088, -3.940, -1.428]]
}



No. 2
{
  "formula": "C15H10Cl2N5OPdS2",
  "method": "ωB97M-V with the def2-TZVPD basis set",
  "spin_multiplicity": 1,
  "charge": 1,
  "gap_ev": 7.48,
  "e_above_lowest_kj_mol": 0.00,
  "mol_weight_g_mol": 517.7,
  "homo_ev": -10.75,
  "total_energy_ev": -75407.3709,
  "symbols": ["Pd", "Cl", "C", "C", "C", "Cl", "C", "C", "C", "C", "N", "C", "C", "O", "H", "H", "H", "H", "N", "C", "N", "C", "C", "S", "C", "C", "S", "C", "N", "N", "H", "H", "H", "H", "H", "H"],
  "coordinates": [[-0.297, 0.493, 0.366], [-2.216, -3.982, 1.197], [-0.969, -3.558, 0.084], [-0.390, -4.553, -0.724], [0.631, -4.248, -1.576], [1.355, -5.494, -2.532], [1.115, -2.920, -1.670], [2.224, -2.516, -2.442], [2.644, -1.216, -2.392], [1.932, -0.290, -1.615], [0.863, -0.619, -0.922], [0.474, -1.935, -0.894], [-0.553, -2.248, 0.018], [-1.036, -1.285, 0.782], [-0.751, -5.569, -0.646], [2.743, -3.247, -3.047], [3.507, -0.880, -2.947], [2.239, 0.746, -1.584], [-2.457, -0.443, 2.880], [-2.068, 0.829, 2.839], [-1.314, 1.349, 1.886], [-1.019, 2.691, 2.116], [-1.571, 3.204, 3.229], [-2.472, 1.985, 4.064], [-0.238, 3.326, 1.053], [0.088, 4.617, 0.865], [0.804, 4.832, -0.691], [0.628, 3.147, -1.006], [0.120, 2.477, 0.000], [1.002, 2.585, -2.179], [-2.129, -1.083, 2.157], [-3.105, -0.759, 3.578], [-1.516, 4.210, 3.605], [-0.074, 5.454, 1.523], [1.246, 3.188, -2.947], [0.563, 1.712, -2.429]]
}



No. 3
{
  "formula": "C15H11BeN6O2",
  "method": "ωB97M-V with the def2-TZVPD basis set",
  "spin_multiplicity": 1,
  "charge": -1,
  "gap_ev": 8.27,
  "mol_weight_g_mol": 316.3,
  "homo_ev": -5.63,
  "total_energy_ev": -29171.9706,
  "symbols": ["Be", "O", "C", "C", "C", "C", "C", "C", "C", "O", "N", "N", "C", "C", "C", "C", "C", "C", "N", "H", "H", "H", "H", "H", "H", "H", "H", "H", "H", "H", "N", "C", "N", "C", "N"],
  "coordinates": [[0.265, -0.224, 2.135], [2.657, 0.106, -2.542], [3.551, 0.073, -1.564], [4.793, -0.410, -1.943], [5.706, -0.540, -0.868], [5.435, 0.123, 0.339], [4.222, 0.621, 0.696], [3.180, 0.521, -0.265], [1.688, 0.616, 0.123], [1.334, 0.502, 1.347], [0.854, 0.655, -0.900], [-0.509, 0.498, -0.593], [-1.143, -0.245, -1.381], [-2.634, -0.193, -1.260], [-3.384, -0.388, -2.412], [-4.722, 0.021, -2.319], [-5.261, 0.371, -1.072], [-4.424, 0.431, 0.029], [-3.076, 0.268, -0.086], [1.785, 0.378, -2.083], [5.087, -0.622, -2.973], [6.642, -1.050, -1.102], [6.286, 0.174, 1.020], [4.011, 1.055, 1.648], [-0.749, -0.865, -2.215], [-2.897, -0.815, -3.225], [-5.419, 0.089, -3.194], [-6.300, 0.665, -0.959], [-4.786, 0.629, 1.028], [0.181, -1.617, 1.923], [-4.274, -1.474, 5.017], [-3.440, -0.641, 4.897], [-2.462, 0.231, 5.042], [-1.555, 0.435, 4.246], [-0.644, 0.624, 3.467]]
}



No. 4
{
  "formula": "C15H11F6I2MgN3O5S2",
  "method": "ωB97M-V with the def2-TZVPD basis set",
  "spin_multiplicity": 1,
  "charge": 0,
  "gap_ev": 7.96,
  "e_above_lowest_kj_mol": 5.33,
  "mol_weight_g_mol": 769.5,
  "homo_ev": -8.01,
  "total_energy_ev": -90066.9151,
  "symbols": ["Mg", "I", "C", "C", "C", "I", "C", "O", "C", "C", "N", "C", "C", "C", "C", "C", "C", "N", "C", "H", "H", "H", "H", "H", "H", "H", "H", "H", "H", "H", "F", "C", "F", "F", "S", "O", "O", "N", "S", "O", "O", "C", "F", "F", "F"],
  "coordinates": [[0.585, -0.458, 0.770], [1.240, 3.748, -5.127], [1.552, 2.397, -3.570], [1.750, 1.051, -3.848], [1.926, 0.157, -2.807], [2.159, -1.876, -3.199], [1.904, 0.563, -1.458], [2.021, -0.284, -0.472], [1.690, 1.940, -1.212], [1.558, 2.382, 0.215], [0.362, 1.775, 0.853], [-0.890, 2.135, 0.178], [-1.218, 1.147, -0.918], [-1.736, 1.544, -2.140], [-2.023, 0.577, -3.089], [-1.797, -0.756, -2.786], [-1.276, -1.071, -1.546], [-0.990, -0.139, -0.631], [1.526, 2.835, -2.257], [1.760, 0.696, -4.869], [2.428, 2.066, 0.794], [1.498, 3.475, 0.252], [0.324, 2.068, 1.822], [-1.696, 2.112, 0.915], [-0.856, 3.145, -0.242], [-1.878, 2.595, -2.350], [-2.405, 0.865, -4.060], [-1.993, -1.542, -3.500], [-1.060, -2.095, -1.270], [1.358, 3.884, -2.037], [-2.363, -0.046, 3.548], [-1.496, -0.299, 4.529], [-1.051, 0.859, 5.014], [-2.102, -0.976, 5.488], [-0.063, -1.241, 3.863], [0.422, -0.351, 2.799], [0.821, -1.470, 4.952], [-0.801, -2.500, 3.313], [-0.578, -3.211, 1.937], [-1.779, -3.773, 1.426], [0.244, -2.429, 1.014], [0.528, -4.622, 2.355], [0.790, -5.307, 1.248], [-0.059, -5.414, 3.239], [1.664, -4.154, 2.866]]
}



No. 5
{
  "formula": "C15H11FNO5V",
  "method": "ωB97M-V with the def2-TZVPD basis set",
  "spin_multiplicity": 4,
  "s2": 3.837,
  "charge": 1,
  "gap_ev": [5.89, 6.11],
  "e_above_lowest_kj_mol": 394.60,
  "mol_weight_g_mol": 355.2,
  "homo_ev": [-9.91, -10.58],
  "total_energy_ev": -55857.3231,
  "symbols": ["V", "O", "C", "O", "C", "C", "C", "C", "C", "N", "C", "O", "O", "H", "H", "H", "H", "H", "F", "C", "C", "C", "C", "C", "C", "C", "H", "H", "H", "H", "H", "H", "O", "C"],
  "coordinates": [[-0.159, 0.448, -0.484], [2.255, -2.639, 0.684], [1.676, -1.524, 0.302], [0.466, -1.453, 0.009], [2.482, -0.316, 0.208], [3.848, -0.159, 0.294], [4.400, 1.099, 0.054], [3.567, 2.175, -0.289], [2.212, 1.980, -0.358], [1.668, 0.746, -0.104], [1.130, 2.902, -0.751], [1.315, 4.180, -0.988], [-0.013, 2.436, -0.865], [1.597, -3.351, 0.698], [4.475, -1.007, 0.533], [5.469, 1.241, 0.108], [4.008, 3.140, -0.508], [2.227, 4.453, -0.825], [-3.863, -2.558, 2.607], [-3.360, -1.950, 1.528], [-3.156, -0.507, 1.648], [-2.864, 0.239, 0.336], [-2.423, -0.605, -0.852], [-1.797, 0.090, -1.943], [-2.510, -1.973, -0.733], [-3.032, -2.632, 0.421], [-3.824, -0.023, 2.355], [-3.481, 1.094, 0.071], [-2.152, 1.097, -2.151], [-1.559, -0.499, -2.821], [-2.213, -2.578, -1.581], [-3.177, -3.705, 0.410], [-1.730, -0.236, 2.056], [-1.480, 0.395, 0.929]]
}



No. 6
{
  "formula": "C15H11N2O2PdS5",
  "method": "ωB97M-V with the def2-TZVPD basis set",
  "spin_multiplicity": 1,
  "charge": -1,
  "gap_ev": 6.95,
  "e_above_lowest_kj_mol": 0.00,
  "mol_weight_g_mol": 518.0,
  "homo_ev": -4.76,
  "total_energy_ev": -80470.8080,
  "symbols": ["Pd", "S", "C", "S", "S", "N", "C", "N", "C", "C", "C", "C", "C", "C", "S", "H", "H", "H", "H", "H", "H", "O", "C", "O", "C", "C", "C", "C", "S", "C", "C", "H", "H", "H", "H", "H"],
  "coordinates": [[-0.090, -1.024, -0.362], [1.529, -2.833, -4.142], [0.961, -2.151, -2.765], [0.312, -0.549, -2.588], [0.845, -2.909, -1.210], [-2.889, 0.065, 1.058], [-2.023, 1.062, 0.788], [-0.865, 0.889, 0.224], [-0.193, 2.097, 0.063], [1.082, 2.249, -0.472], [1.624, 3.520, -0.541], [0.919, 4.635, -0.086], [-0.348, 4.494, 0.454], [-0.889, 3.219, 0.522], [-2.428, 2.722, 1.171], [-2.465, -0.865, 1.107], [-3.624, 0.258, 1.715], [1.614, 1.380, -0.836], [2.614, 3.649, -0.960], [1.366, 5.618, -0.149], [-0.897, 5.352, 0.819], [-0.238, 1.974, 7.280], [0.094, 2.290, 5.997], [0.482, 3.401, 5.756], [-0.048, 1.209, 4.991], [-0.802, 0.052, 5.203], [-0.910, -0.914, 4.223], [-0.256, -0.776, 2.987], [-0.429, -2.026, 1.782], [0.511, 0.382, 2.791], [0.598, 1.357, 3.765], [-0.416, 1.029, 7.338], [-1.361, -0.095, 6.123], [-1.519, -1.794, 4.394], [1.045, 0.501, 1.856], [1.182, 2.253, 3.594]]
}



No. 7
{
  "formula": "C15H11N3Se3TeW",
  "method": "ωB97M-V with the def2-TZVPD basis set",
  "spin_multiplicity": 1,
  "charge": 2,
  "gap_ev": [6.15, 6.15],
  "mol_weight_g_mol": 781.6,
  "homo_ev": [-14.10, -14.10],
  "total_energy_ev": -225348.9066,
  "symbols": ["W", "C", "C", "C", "C", "N", "C", "C", "C", "C", "C", "C", "N", "C", "C", "C", "C", "C", "N", "H", "H", "H", "H", "H", "H", "H", "H", "H", "H", "H", "Se", "Se", "Te", "Se"],
  "coordinates": [[-1.014, -0.982, -0.988], [3.187, -2.514, -0.792], [3.227, -3.052, 0.484], [2.160, -2.837, 1.347], [1.080, -2.097, 0.907], [1.013, -1.621, -0.376], [2.056, -1.831, -1.196], [-0.003, -1.626, 1.779], [-0.079, -1.764, 3.157], [-1.027, -1.018, 3.844], [-1.781, -0.068, 3.167], [-1.652, 0.021, 1.790], [-0.880, -0.852, 1.123], [-2.112, 1.117, 0.925], [-2.851, 2.197, 1.363], [-3.035, 3.276, 0.507], [-2.468, 3.247, -0.756], [-1.790, 2.113, -1.159], [-1.612, 1.057, -0.348], [4.007, -2.636, -1.485], [4.084, -3.624, 0.812], [2.180, -3.223, 2.355], [1.971, -1.442, -2.201], [0.605, -2.403, 3.693], [-1.120, -1.117, 4.916], [-2.421, 0.611, 3.711], [-3.259, 2.209, 2.363], [-3.606, 4.135, 0.832], [-2.564, 4.078, -1.440], [-1.377, 2.038, -2.156], [-2.738, -0.481, -2.864], [-3.541, -1.536, -1.098], [-1.635, -3.690, -1.102], [-0.627, -2.591, -2.979]]
}



No. 8
{
  "formula": "C15H11N4O3S",
  "method": "ωB97M-V with the def2-TZVPD basis set",
  "spin_multiplicity": 1,
  "charge": -1,
  "gap_ev": 6.36,
  "mol_weight_g_mol": 327.3,
  "homo_ev": -3.94,
  "total_energy_ev": -38668.6113,
  "symbols": ["C", "C", "C", "C", "C", "C", "C", "C", "C", "S", "C", "H", "H", "H", "H", "H", "H", "H", "C", "O", "C", "N", "C", "N", "O", "N", "O", "C", "C", "N", "H", "H", "H", "H"],
  "coordinates": [[-4.368, 1.126, -2.161], [-3.041, 1.502, -2.009], [-2.039, 0.523, -1.787], [-2.384, -0.872, -1.916], [-3.737, -1.218, -2.123], [-4.721, -0.243, -2.189], [-1.351, -1.842, -1.820], [-0.059, -1.491, -1.468], [0.262, -0.119, -1.258], [1.860, 0.470, -0.865], [-0.710, 0.862, -1.461], [-5.144, 1.885, -2.272], [-2.745, 2.554, -2.047], [-3.986, -2.272, -2.228], [-5.768, -0.527, -2.280], [-1.605, -2.881, -2.050], [0.724, -2.239, -1.343], [-0.396, 1.897, -1.343], [0.982, -2.437, 2.696], [2.235, -1.907, 3.183], [2.528, -0.754, 2.554], [3.664, -0.149, 2.974], [3.934, 0.993, 2.388], [4.842, 1.951, 2.831], [4.598, 3.035, 2.022], [3.497, 2.748, 1.038], [3.208, 3.647, 0.279], [3.164, 1.450, 1.255], [1.828, 0.833, 0.899], [1.658, -0.401, 1.626], [0.836, -3.363, 3.252], [0.172, -1.721, 2.886], [1.031, -2.616, 1.613], [1.032, 1.575, 1.124]]
}



- Which formula does entry 7 have?
  C15H11N3Se3TeW



- What is the formula in the sixth record?
  C15H11N2O2PdS5